Entry 1:
Formula: C33H32N3O8PS2Zr
Source: OMol25
Level of theory: the ωB97M-V functional and the def2-TZVPD basis

Structure (ORCA input):
```
! RIJCOSX wB97M-V def2-TZVPD def2/J DEFGRID3
* xyz 0 1
Zr 0.03 -0.18 0.97
S 0.03 2.46 -0.91
S -0.27 -3.07 1.40
P -0.79 -0.62 -1.80
O 0.94 -2.20 1.14
O -2.27 -0.64 5.51
O -4.67 1.37 1.91
O -0.51 -0.41 3.01
O -1.91 0.60 0.99
O -1.39 -2.23 0.94
O -0.34 -3.57 2.73
O -4.97 0.24 4.66
N -2.33 3.18 0.07
N -0.88 4.89 -0.30
N 2.21 0.04 -0.01
C 4.44 0.64 0.54
C -2.59 -0.27 4.41
C 2.69 5.90 -0.31
C 1.54 5.18 -0.04
C -1.11 3.56 -0.32
C 0.33 5.58 -0.59
C -1.13 -6.13 -1.04
C 2.46 1.79 1.60
C -2.41 0.14 -2.11
C 0.12 -6.57 -1.47
C -1.25 -5.07 -0.16
C -1.11 -2.36 -2.27
C 1.42 7.44 -1.65
C 2.64 7.04 -1.12
C 3.22 2.81 2.20
C 0.23 -7.74 -2.42
C 2.61 3.70 3.06
C 2.69 -0.88 -0.85
C -3.98 0.23 3.98
C -2.51 0.37 2.16
C 0.24 -0.06 -3.21
C 0.27 6.71 -1.40
C 1.25 -5.92 -1.00
C 1.15 -4.85 -0.12
C 4.03 -1.07 -1.08
C 1.10 1.63 1.88
C 0.52 2.53 2.77
C -0.11 -4.43 0.28
C 3.07 0.82 0.67
C -1.76 -0.15 3.19
C -3.85 0.75 2.55
C 4.93 -0.29 -0.35
C 1.25 3.56 3.35
H 1.37 8.32 -2.27
H -0.35 -0.09 -4.13
H -1.43 -2.43 -3.31
H 0.78 4.25 4.04
H 2.23 -6.25 -1.32
H 3.63 5.59 0.12
H -0.68 7.02 -1.83
H -2.23 -4.72 0.16
H -2.31 1.23 -2.08
H 4.36 -1.82 -1.78
H -2.47 2.19 0.25
H 1.58 4.31 0.61
H -0.37 -7.56 -3.32
H -1.69 5.49 -0.19
H 1.10 -0.71 -3.33
H 5.12 1.23 1.14
H -2.92 3.81 0.59
H 0.58 0.96 -3.05
H 3.18 4.49 3.52
H 3.54 7.60 -1.32
H -3.10 -0.16 -1.32
H -2.80 -0.17 -3.08
H 1.95 -1.52 -1.33
H 5.99 -0.43 -0.47
H 4.27 2.93 1.98
H -0.14 -8.65 -1.95
H -2.03 -6.63 -1.39
H -0.21 -2.97 -2.14
H 1.26 -7.90 -2.72
H 2.03 -4.34 0.24
H -0.53 2.42 3.04
H -1.88 -2.76 -1.62
*
```

Summary:
frontier orbital gap	7.5	eV
calculated total energy	-87835.405	eV
energy relative to the best compared isomer or geometry (same formula, charge and spin)	51.8	kJ/mol

***

Entry 2:
Formula: C4H5N3O
Source: OMol25
Level of theory: the ωB97M-V functional and the def2-TZVPD basis

Structure (ORCA input):
```
! RIJCOSX wB97M-V def2-TZVPD def2/J DEFGRID3
* xyz 0 1
O -1.36 -0.35 -1.75
N 0.21 1.13 -0.56
N 1.62 1.75 0.99
N 0.77 0.81 0.54
C -0.30 0.09 -0.95
C -1.53 -1.45 -0.77
C -0.29 -0.93 -0.07
C 0.73 -0.61 0.95
H 2.40 1.76 0.46
H -1.81 -2.55 -1.36
H -2.43 -1.26 -0.28
H 0.94 2.57 1.02
H 1.06 -0.97 1.77
*
```

Summary:
frontier orbital gap	9.8	eV
calculated total energy	-10740.007	eV
energy relative to the best compared isomer or geometry (same formula, charge and spin)	734.1	kJ/mol

***

Entry 3:
Formula: C27H23AuN5O4S
Source: OMol25
Level of theory: the ωB97M-V functional and the def2-TZVPD basis

Structure (ORCA input):
```
! RIJCOSX wB97M-V def2-TZVPD def2/J DEFGRID3
* xyz 1 1
Au 0.27 -1.39 -0.16
S -0.79 -1.23 -7.30
O 2.31 -0.49 0.25
O -1.16 0.40 0.18
O -3.58 0.86 0.63
O 0.19 1.98 -0.62
N 0.57 -1.50 -2.30
N 1.58 -0.78 2.40
N 1.62 -0.25 -7.11
N -1.58 -2.38 0.69
N 0.49 -1.34 1.98
C -1.72 3.94 -0.06
C -4.28 3.11 0.63
C 4.89 1.17 3.91
C 4.53 0.98 1.16
C 0.60 -0.84 -6.49
C 2.45 -0.34 1.49
C 3.82 0.46 3.40
C -3.79 -3.24 0.59
C -0.44 -1.64 4.21
C -1.64 -2.30 2.03
C -0.85 1.59 -0.15
C -2.62 -2.81 -0.01
C -3.27 2.15 0.45
C 5.78 1.78 3.04
C -2.72 4.87 0.13
C -3.87 -3.19 1.98
C -0.06 -2.33 -3.12
C -1.98 2.59 0.10
C 1.28 -0.49 -2.81
C -4.00 4.45 0.47
C 0.66 -1.10 -5.04
C 5.60 1.69 1.67
C -2.79 -2.72 2.70
C 1.35 -0.26 -4.17
C 3.62 0.37 2.02
C -0.49 -1.75 2.72
C -0.03 -2.18 -4.49
H -2.74 0.35 0.50
H -4.78 5.17 0.62
H 1.56 -0.08 -8.10
H -5.26 2.75 0.90
H -2.51 5.92 0.00
H 3.12 -0.03 4.07
H -2.84 -2.68 3.78
H 5.02 1.25 4.98
H -0.55 -2.87 -5.14
H 6.30 2.16 1.00
H -0.61 -3.14 -2.67
H 6.62 2.34 3.44
H 1.91 0.60 -4.53
H 0.46 -1.10 4.48
H 4.37 0.91 0.10
H 2.49 -0.07 -6.64
H -4.60 -3.61 -0.01
H -4.76 -3.54 2.48
H -1.30 -1.09 4.58
H -0.42 -2.62 4.68
H -2.50 -2.82 -1.08
H 1.79 0.14 -2.10
H -0.72 4.24 -0.33
*
```

Summary:
frontier orbital gap (alpha / beta)	3.6 / 3.5	eV
calculated total energy	-58532.184	eV

***

Entry 4:
Formula: C4H11N3O2
Source: OMol25
Level of theory: the ωB97M-V functional and the def2-TZVPD basis

Structure (ORCA input):
```
! RIJCOSX wB97M-V def2-TZVPD def2/J DEFGRID3
* xyz 0 1
O -0.85 1.29 -4.32
O -1.66 1.13 -2.18
N 0.13 -0.28 1.98
N -1.15 -0.84 -0.07
N 0.07 -2.58 1.07
C -0.92 1.56 -3.10
C 1.07 -0.82 2.97
C -0.20 -1.18 0.90
C 0.26 2.58 -2.57
H 0.68 -2.99 1.83
H -0.41 -3.28 0.58
H 0.68 -1.65 3.53
H 0.10 3.54 -3.08
H 0.03 0.70 1.92
H 1.27 -0.06 3.81
H -1.35 0.13 -0.35
H 2.07 -1.05 2.54
H 0.08 2.79 -1.51
H 1.25 2.22 -2.90
H -1.16 -1.19 -1.08
*
```

Summary:
frontier orbital gap	6.1	eV
calculated total energy	-12889.609	eV
energy relative to the best compared isomer or geometry (same formula, charge and spin)	310.8	kJ/mol

***

Entry 5:
Formula: C4H5ClFN
Source: OMol25
Level of theory: the ωB97M-V functional and the def2-TZVPD basis

Structure (ORCA input):
```
! RIJCOSX wB97M-V def2-TZVPD def2/J DEFGRID3
* xyz 0 1
Cl 1.77 -1.51 1.74
F -0.96 -2.30 0.28
N -0.20 1.13 -0.57
C -0.48 -1.07 0.22
C 0.71 -0.61 0.74
C 0.92 0.82 0.36
C -1.16 -0.01 -0.59
H 0.88 1.44 1.28
H -2.13 0.24 -0.16
H -1.33 -0.30 -1.60
H 0.13 1.25 -1.50
H 1.85 0.92 -0.20
*
```

Summary:
frontier orbital gap	9.8	eV
calculated total energy	-20958.014	eV
energy relative to the best compared isomer or geometry (same formula, charge and spin)	6.5	kJ/mol

***

Entry 6:
Formula: CH3NO6S
Source: OMol25
Level of theory: the ωB97M-V functional and the def2-TZVPD basis

Structure (ORCA input):
```
! RIJCOSX wB97M-V def2-TZVPD def2/J DEFGRID3
* xyz 0 1
S -0.14 0.98 0.20
O 1.22 -0.12 0.79
O 2.84 -1.55 0.40
O -0.18 1.73 1.38
O -0.87 1.90 -0.92
O 0.57 1.62 -1.08
O 1.09 -1.61 -0.78
N 1.77 -1.14 0.06
C -1.36 -0.32 0.04
H -0.76 -1.23 -0.09
H -2.15 -0.22 0.80
H -2.02 -0.03 -0.80
*
```

Summary:
frontier orbital gap	11.3	eV
calculated total energy	-25685.978	eV
energy relative to the best compared isomer or geometry (same formula, charge and spin)	19.6	kJ/mol

***

Entry 7:
Formula: C2HI2O3P
Source: OMol25
Level of theory: the ωB97M-V functional and the def2-TZVPD basis

Structure (ORCA input):
```
! RIJCOSX wB97M-V def2-TZVPD def2/J DEFGRID3
* xyz -2 1
I 2.01 2.13 0.06
I 4.73 -0.78 0.06
P 0.18 -2.29 0.27
O 0.68 -3.71 0.10
O -0.40 -1.63 -1.04
O -0.50 -1.85 1.54
C 1.24 -0.82 -0.10
C 0.94 0.40 -0.46
H 0.18 0.79 -1.28
*
```

Summary:
frontier orbital gap	5.6	eV
calculated total energy	-33723.086	eV
energy relative to the best compared isomer or geometry (same formula, charge and spin)	107.7	kJ/mol

***

Entry 8:
Formula: C9H14O2S
Source: OMol25
Level of theory: the ωB97M-V functional and the def2-TZVPD basis

Structure (ORCA input):
```
! RIJCOSX wB97M-V def2-TZVPD def2/J DEFGRID3
* xyz 0 1
S -2.13 -0.59 0.27
O -3.17 -0.18 -0.68
O -0.01 2.83 0.54
C 0.15 -1.98 -0.68
C 1.35 0.10 0.61
C 1.12 1.10 -1.68
C -0.68 1.67 0.11
C -1.61 0.99 1.13
C 0.36 0.58 -0.46
C 0.43 -2.18 0.87
C 1.25 -1.00 1.32
C -0.62 -0.66 -0.83
H 1.68 2.00 -1.33
H 0.82 -3.17 1.01
H -0.40 -2.87 -1.19
H -0.92 0.77 1.99
H -2.46 1.62 1.66
H -0.61 -2.07 1.19
H 1.76 0.16 -1.91
H 1.11 -2.12 -1.07
H 0.51 2.52 1.34
H -1.46 1.86 -0.79
H 2.05 -1.16 2.06
H 0.33 1.46 -2.46
H -1.04 -0.49 -1.87
H 2.19 0.82 0.84
*
```

Summary:
frontier orbital gap	9.5	eV
calculated total energy	-24487.322	eV
energy relative to the best compared isomer or geometry (same formula, charge and spin)	42.8	kJ/mol

***

Entry 9:
Formula: C38H35N5O5S2Zr
Source: OMol25
Level of theory: the ωB97M-V functional and the def2-TZVPD basis

Structure (ORCA input):
```
! RIJCOSX wB97M-V def2-TZVPD def2/J DEFGRID3
* xyz 0 1
Zr -0.12 -0.28 0.36
S 0.65 1.10 2.47
S -0.29 3.85 3.31
O -1.61 -1.35 -0.54
O -0.89 -1.49 1.99
O 1.00 -5.09 3.07
O -0.81 1.05 -1.70
O 1.52 0.60 -0.46
N -1.59 2.38 1.65
N 1.01 -2.75 1.88
N 1.06 -1.98 -2.11
N -1.80 1.23 0.86
N 1.48 -1.63 1.21
C -0.04 3.12 4.96
C -4.00 1.56 1.80
C -0.62 -1.13 -3.67
C -0.97 -3.71 2.83
C -1.60 1.18 5.27
C 2.83 0.56 -0.34
C -3.05 0.88 0.85
C -5.63 -0.90 -1.24
C 2.89 -2.42 -4.15
C -3.59 -2.13 -1.47
C -0.10 1.25 -2.93
C 1.65 -1.87 -4.42
C -3.07 -4.62 3.61
C 2.24 -2.54 -1.88
C -3.33 2.71 6.80
C -2.35 -3.60 3.03
C 4.86 -0.43 0.56
C 3.46 -0.42 0.47
C -3.64 1.38 6.53
C -2.41 -5.77 4.02
C -1.05 -5.91 3.84
C -2.77 0.62 5.76
C -3.62 -0.13 -0.08
C 5.00 1.45 -0.91
C -2.16 3.26 6.31
C -0.63 0.36 -4.04
C 2.76 -1.45 1.20
C -2.91 -1.19 -0.68
C -4.93 -1.99 -1.75
C 5.63 0.49 -0.12
C 3.19 -2.78 -2.85
C -0.31 -4.89 3.24
C -0.26 -2.58 2.21
C 3.62 1.49 -1.02
C 0.75 -1.67 -3.38
C -0.52 2.36 2.36
C -4.98 -0.01 -0.41
C -1.29 2.51 5.53
H -3.59 1.47 2.81
H 4.13 -3.23 -2.58
H -0.15 2.31 -3.20
H -3.02 -2.97 -1.86
H -1.92 4.30 6.52
H -6.67 -0.75 -1.47
H -4.00 3.31 7.40
H 3.36 -2.17 1.76
H -4.14 -4.52 3.75
H -0.52 -6.80 4.15
H 3.61 -2.57 -4.95
H 5.59 2.18 -1.44
H -1.66 0.65 -4.29
H -5.43 -2.72 -2.37
H -4.99 1.12 1.79
H -0.92 0.58 4.67
H -1.05 -1.69 -4.50
H 5.34 -1.18 1.18
H -5.55 0.83 -0.03
H -2.99 -0.42 5.55
H -1.74 1.27 -1.79
H 2.42 -2.82 -0.85
H 0.30 3.96 5.57
H -0.03 0.53 -4.93
H 6.71 0.47 -0.04
H -2.96 -6.58 4.49
H -2.83 -2.69 2.70
H 1.37 -4.31 2.60
H 0.77 2.39 4.92
H 3.12 2.24 -1.62
H -1.24 -1.30 -2.79
H -4.06 2.63 1.61
H -4.55 0.95 6.91
H 0.93 1.01 -2.68
H 1.37 -1.61 -5.43
*
```

Summary:
frontier orbital gap	7.6	eV
calculated total energy	-80618.621	eV
energy relative to the best compared isomer or geometry (same formula, charge and spin)	85.9	kJ/mol

***

Entry 10:
Formula: C11H10N2O
Source: OMol25
Level of theory: the ωB97M-V functional and the def2-TZVPD basis

Structure (ORCA input):
```
! RIJCOSX wB97M-V def2-TZVPD def2/J DEFGRID3
* xyz 0 1
O -2.39 -0.81 1.83
N -1.15 1.15 -0.87
N 1.06 -1.18 0.73
C 0.65 -2.51 -1.67
C 0.14 3.11 -0.16
C -2.37 -0.20 0.80
C -0.10 -1.39 -1.36
C 0.14 -0.76 -0.14
C -0.70 0.40 0.27
C 1.62 -2.96 -0.78
C -0.09 1.17 1.44
C 1.75 -2.25 0.50
C -0.69 2.30 -0.99
C 0.47 2.55 1.00
H -0.85 -0.97 -2.07
H 0.52 4.05 -0.55
H 0.90 0.74 1.85
H -3.09 0.16 -0.03
H -0.78 1.24 2.27
H 2.17 -3.98 -0.80
H 2.54 -2.54 1.15
H 0.61 -3.09 -2.58
H 0.74 2.95 2.01
H -1.10 2.81 -1.85
*
```

Summary:
frontier orbital gap	8.9	eV
calculated total energy	-16593.360	eV
energy relative to the best compared isomer or geometry (same formula, charge and spin)	311.0	kJ/mol

***

Entry 11:
Formula: C16H48O8S8
Source: OMol25
Level of theory: the ωB97M-V functional and the def2-TZVPD basis

Structure (ORCA input):
```
! RIJCOSX wB97M-V def2-TZVPD def2/J DEFGRID3
* xyz 0 1
S -2.10 -7.49 8.82
S 0.25 1.34 1.54
S 7.00 -0.37 -4.71
S -0.48 -1.75 -7.09
S 11.43 0.57 3.07
S -6.69 -4.72 -1.48
S -10.49 2.42 1.80
S 3.14 9.93 -0.46
O -7.22 -4.13 -0.18
O -2.09 -8.97 8.38
O -10.79 3.27 3.02
O 5.96 -1.47 -5.09
O 1.65 0.75 1.73
O 11.25 -0.13 1.72
O 1.92 9.05 -0.64
O -0.40 -0.23 -6.81
C 6.45 0.62 -3.28
C -8.81 3.01 1.28
C -3.40 -7.43 10.18
C 0.95 -2.14 -8.22
C -0.19 1.68 -0.20
C 2.70 11.61 -1.12
C -6.20 -6.49 -1.11
C -11.39 3.04 0.32
C -3.17 -6.63 7.60
C -0.98 -0.10 1.74
C 4.51 9.63 -1.71
C 9.78 1.28 3.43
C 6.49 0.76 -5.93
C 0.12 -2.44 -5.53
C 11.37 -0.69 4.38
C -8.25 -5.19 -2.38
H 8.95 0.58 3.34
H 10.52 -1.37 4.39
H -8.92 -5.75 -1.74
H -4.25 -8.09 9.96
H -12.40 2.66 0.47
H -8.61 2.89 0.22
H -3.69 -6.40 10.39
H -2.79 -6.75 6.58
H -8.04 2.47 1.84
H -7.99 -5.83 -3.21
H -11.03 2.54 -0.57
H -2.01 0.15 1.51
H -2.96 -7.76 11.12
H 0.10 -3.53 -5.64
H 2.68 11.36 -2.18
H 5.41 0.87 -5.84
H 0.89 -3.22 -8.33
H 1.10 -2.07 -5.25
H 7.17 1.42 -3.12
H 3.44 12.36 -0.85
H -11.15 4.09 0.16
H 12.32 -1.23 4.32
H 6.85 1.76 -5.68
H -3.24 -5.58 7.89
H 4.22 9.80 -2.75
H -8.78 4.09 1.44
H -6.24 -7.18 -1.96
H 0.25 2.66 -0.42
H -4.18 -7.04 7.52
H -0.97 -0.51 2.75
H 0.27 0.86 -0.74
H 9.77 2.08 2.69
H 1.90 -1.95 -7.73
H -1.28 1.65 -0.30
H -0.82 -0.96 1.10
H 9.84 1.77 4.40
H 11.36 -0.13 5.31
H -6.96 -6.84 -0.42
H -0.60 -2.24 -4.73
H -5.23 -6.60 -0.62
H 0.83 -1.70 -9.21
H 5.44 1.02 -3.39
H 1.77 11.99 -0.70
H -8.82 -4.29 -2.61
H 6.47 -0.07 -2.44
H 6.84 0.48 -6.93
H 4.94 8.63 -1.63
H 5.32 10.32 -1.49
*
```

Summary:
frontier orbital gap	9.1	eV
calculated total energy	-120422.561	eV
energy relative to the best compared isomer or geometry (same formula, charge and spin)	284.0	kJ/mol

***

Number 1: F_max 0.91 eV Å⁻¹. Number 2: F_max 12.55 eV Å⁻¹. Number 3: F_max 2.74 eV Å⁻¹. Number 4: F_max 5.22 eV Å⁻¹. Number 5: F_max 3.02 eV Å⁻¹. Number 6: F_max 2.80 eV Å⁻¹. Number 7: F_max 3.08 eV Å⁻¹. Number 8: F_max 3.14 eV Å⁻¹. Number 9: F_max 0.56 eV Å⁻¹. Number 10: F_max 4.31 eV Å⁻¹. Number 11: F_max 3.29 eV Å⁻¹.